This record from the OMol25 dataset describes a 15-piece molecular cluster, C62H165N11O24 overall in a non-equilibrium geometry. The level of theory is ωB97M-V/def2-TZVPD.

Kohn-Sham gap   8.39 eV
M   1449.05 g/mol
Relative energy (zero: lowest compared OMol25 entry of this formula, charge and spin)   0.0 kcal per mole
Maximum force   0.048 Eh/bohr
LUMO level   0.11 eV

Each line ends with the Mulliken charge.
Element x y z (Å)
C (14.271, 22.300, 20.322)  0.30
O (14.254, 23.381, 21.270)  -0.39
C (13.134, 23.525, 22.205)  -0.51
C (13.397, 22.850, 23.557)  -0.91
N (13.484, 21.423, 23.527)  0.07
C (12.273, 20.708, 23.337)  -0.52
C (12.603, 19.239, 23.057)  -0.93
O (13.179, 19.177, 21.791)  0.21
C (13.664, 17.899, 21.432)  -0.85
H (13.269, 22.206, 19.893)  0.70
H (14.436, 21.339, 20.834)  -0.08
H (15.038, 22.593, 19.621)  -0.51
H (12.334, 23.050, 21.654)  0.32
H (13.031, 24.588, 22.414)  0.39
H (12.675, 23.179, 24.322)  0.47
H (14.319, 23.286, 23.955)  0.34
H (14.157, 21.100, 22.841)  -0.29
H (11.502, 20.984, 22.608)  0.27
H (11.727, 20.788, 24.287)  0.55
H (11.701, 18.631, 23.221)  0.42
H (13.306, 18.971, 23.856)  0.34
H (14.095, 18.030, 20.455)  -0.05
H (12.828, 17.190, 21.371)  0.40
H (14.386, 17.618, 22.193)  0.43
C (18.744, 18.509, 11.692)  0.39
O (19.215, 18.135, 10.416)  -0.57
C (20.266, 17.213, 10.691)  -0.07
C (21.072, 17.190, 9.387)  -0.77
N (22.211, 16.282, 9.494)  -0.40
C (23.278, 16.728, 10.369)  1.07
C (24.531, 15.842, 10.322)  -0.80
O (25.403, 16.194, 9.204)  -0.44
C (26.242, 17.303, 9.600)  -0.38
H (17.841, 19.090, 11.594)  0.44
H (19.566, 19.020, 12.228)  -0.04
H (18.398, 17.603, 12.202)  -0.36
H (19.810, 16.235, 10.930)  0.35
H (20.878, 17.588, 11.514)  0.11
H (21.416, 18.208, 9.177)  0.13
H (20.391, 16.834, 8.621)  0.48
H (22.618, 16.105, 8.589)  0.34
H (22.857, 16.818, 11.365)  -0.58
H (23.586, 17.763, 10.168)  -0.24
H (24.386, 14.772, 10.213)  0.40
H (25.085, 15.998, 11.263)  0.36
H (27.036, 16.976, 10.263)  0.31
H (25.671, 18.158, 10.002)  -0.02
H (26.724, 17.702, 8.711)  0.30
C (26.939, 21.743, 16.705)  -0.82
O (26.084, 20.997, 15.898)  -0.18
C (26.805, 19.917, 15.338)  -0.92
C (25.771, 19.190, 14.506)  -0.22
N (25.345, 20.043, 13.371)  -0.37
C (24.077, 19.599, 12.817)  0.62
C (23.690, 20.445, 11.610)  -1.01
O (22.364, 20.010, 11.238)  0.41
C (22.017, 20.711, 10.057)  -1.31
H (26.401, 22.577, 17.117)  0.24
H (27.791, 22.153, 16.141)  0.31
H (27.384, 21.133, 17.498)  0.31
H (27.319, 19.365, 16.128)  0.47
H (27.538, 20.433, 14.726)  0.42
H (24.926, 18.908, 15.135)  0.08
H (26.190, 18.275, 14.080)  0.42
H (25.058, 20.973, 13.687)  0.38
H (23.234, 19.670, 13.538)  -0.71
H (24.157, 18.558, 12.504)  0.23
H (24.327, 20.237, 10.739)  0.24
H (23.723, 21.501, 11.881)  0.49
H (22.062, 21.789, 10.227)  0.29
H (21.022, 20.394, 9.752)  0.38
H (22.735, 20.482, 9.258)  0.31
C (16.231, 23.520, 17.406)  -0.53
O (16.814, 24.650, 18.061)  -0.51
C (18.228, 24.656, 17.901)  0.64
C (18.727, 25.962, 18.446)  -1.61
N (18.595, 26.127, 19.888)  0.24
C (19.209, 27.346, 20.404)  -1.00
C (19.021, 27.494, 21.889)  0.06
O (19.700, 28.731, 22.220)  -0.35
C (19.866, 28.813, 23.653)  -0.64
H (16.547, 23.497, 16.369)  0.39
H (15.152, 23.583, 17.574)  0.29
H (16.560, 22.586, 17.872)  -0.01
H (18.564, 24.652, 16.865)  0.49
H (18.689, 23.787, 18.389)  -0.25
H (18.180, 26.738, 17.890)  0.35
H (19.791, 26.118, 18.228)  0.58
H (17.599, 26.199, 20.066)  0.10
H (18.800, 28.258, 19.943)  0.34
H (20.229, 27.297, 20.044)  0.35
H (19.364, 26.598, 22.428)  0.03
H (17.941, 27.562, 22.079)  0.35
H (20.286, 27.891, 24.063)  0.21
H (18.888, 28.928, 24.136)  0.30
H (20.575, 29.626, 23.838)  0.27
C (12.619, 23.326, 15.433)  -1.01
O (13.335, 22.086, 15.699)  0.17
C (12.847, 21.011, 14.819)  -0.21
C (11.488, 20.542, 15.311)  -0.76
N (11.248, 19.222, 14.835)  -0.16
C (10.205, 18.408, 15.444)  -0.82
C (10.698, 18.016, 16.839)  -0.45
O (10.336, 19.107, 17.715)  -0.43
C (10.996, 18.986, 18.918)  -0.34
H (12.593, 23.586, 14.371)  0.32
H (13.129, 24.101, 15.986)  0.30
H (11.564, 23.277, 15.746)  0.32
H (13.548, 20.193, 14.965)  0.09
H (12.941, 21.398, 13.799)  0.14
H (10.715, 21.278, 14.980)  0.22
H (11.447, 20.570, 16.374)  0.56
H (11.090, 19.179, 13.842)  0.23
H (10.112, 17.479, 14.869)  0.44
H (9.231, 18.908, 15.434)  0.33
H (11.770, 18.006, 16.906)  0.20
H (10.197, 17.079, 17.120)  0.46
H (10.773, 18.090, 19.505)  0.44
H (10.779, 19.823, 19.577)  0.30
H (12.099, 19.000, 18.825)  -0.13
C (22.812, 24.954, 24.194)  -0.80
O (21.632, 24.189, 24.056)  -0.32
C (21.247, 24.129, 22.680)  -0.43
C (19.922, 23.390, 22.777)  -0.79
N (19.275, 23.424, 21.480)  0.20
C (17.883, 22.973, 21.301)  -1.04
C (17.820, 21.469, 21.084)  2.29
O (18.213, 20.647, 22.190)  -0.52
C (17.182, 20.496, 23.161)  -0.38
H (22.723, 25.996, 23.907)  0.28
H (23.649, 24.498, 23.655)  0.32
H (23.161, 24.979, 25.227)  0.29
H (21.879, 23.496, 22.042)  0.41
H (21.164, 25.094, 22.182)  0.29
H (19.304, 23.841, 23.571)  0.29
H (20.049, 22.332, 23.009)  0.37
H (19.340, 24.375, 21.122)  0.10
H (17.517, 23.438, 20.373)  -0.12
H (17.331, 23.350, 22.156)  0.55
H (18.412, 21.218, 20.215)  -1.02
H (16.780, 21.203, 20.863)  -0.57
H (16.941, 21.480, 23.625)  0.17
H (17.550, 19.812, 23.930)  0.43
H (16.317, 20.032, 22.671)  -0.04
C (21.527, 23.991, 13.041)  -0.61
O (20.136, 23.778, 13.129)  -0.39
C (19.818, 22.505, 12.526)  -0.36
C (18.331, 22.355, 12.690)  0.28
N (17.582, 23.207, 11.808)  -0.32
C (16.169, 22.944, 11.983)  0.30
C (15.406, 24.099, 11.258)  -0.78
O (13.966, 24.019, 11.297)  -0.34
C (13.478, 23.085, 10.322)  -0.53
H (22.097, 23.177, 13.533)  0.09
H (21.756, 24.967, 13.461)  0.36
H (21.907, 24.041, 12.009)  0.28
H (20.334, 21.629, 12.939)  0.09
H (20.187, 22.636, 11.501)  0.42
H (18.182, 22.605, 13.754)  -0.05
H (18.021, 21.311, 12.548)  -0.27
H (17.902, 24.125, 12.095)  0.41
H (15.858, 23.005, 13.031)  -0.03
H (15.982, 21.941, 11.565)  0.01
H (15.780, 24.144, 10.233)  0.39
H (15.659, 24.989, 11.838)  0.36
H (12.397, 23.229, 10.271)  0.24
H (13.764, 22.079, 10.646)  0.10
H (13.895, 23.342, 9.336)  0.35
C (15.458, 19.933, 17.877)  -0.40
O (16.648, 19.619, 17.221)  1.24
C (16.371, 19.166, 15.883)  -1.29
C (17.728, 19.041, 15.195)  0.89
N (18.539, 17.974, 15.872)  1.00
C (19.926, 17.909, 15.399)  0.45
C (20.904, 18.884, 16.032)  -0.80
O (20.522, 20.206, 15.658)  0.91
C (21.493, 21.189, 15.905)  -0.63
H (15.704, 20.207, 18.901)  -0.29
H (14.766, 19.066, 17.825)  0.25
H (14.904, 20.724, 17.345)  -0.20
H (15.724, 19.916, 15.419)  0.17
H (15.817, 18.210, 15.985)  0.21
H (18.324, 19.932, 15.203)  -0.33
H (17.603, 18.723, 14.151)  -0.88
H (18.533, 18.031, 16.882)  -0.35
H (19.859, 18.284, 14.376)  -0.12
H (20.355, 16.918, 15.353)  -0.96
H (21.917, 18.719, 15.643)  0.24
H (21.011, 18.812, 17.122)  0.16
H (20.980, 22.139, 15.824)  0.27
H (22.314, 21.080, 15.181)  -0.49
H (21.829, 21.190, 16.934)  0.45
C (22.457, 15.431, 14.950)  0.17
O (23.071, 14.284, 14.344)  -0.52
C (22.179, 13.632, 13.447)  -0.46
C (21.117, 12.903, 14.234)  0.25
N (21.774, 12.069, 15.224)  -0.44
C (20.804, 11.581, 16.201)  0.15
C (21.407, 10.748, 17.302)  -0.97
O (22.284, 11.599, 18.041)  -0.20
C (22.912, 10.860, 19.061)  -1.02
H (23.207, 15.901, 15.569)  0.25
H (21.540, 15.176, 15.484)  -0.08
H (22.190, 16.183, 14.187)  0.02
H (22.839, 12.970, 12.903)  0.34
H (21.735, 14.347, 12.744)  0.08
H (20.485, 12.262, 13.609)  0.62
H (20.424, 13.644, 14.647)  -0.56
H (22.446, 12.549, 15.810)  0.39
H (20.013, 11.066, 15.652)  0.46
H (20.375, 12.451, 16.724)  -0.17
H (21.981, 9.856, 17.042)  0.48
H (20.639, 10.443, 18.021)  0.39
H (23.600, 11.401, 19.673)  0.31
H (23.495, 9.990, 18.699)  0.35
H (22.245, 10.389, 19.779)  0.40
O (18.882, 21.268, 17.767)  0.39
H (19.111, 20.924, 16.888)  -0.46
H (18.216, 20.666, 18.091)  0.09
O (22.797, 17.376, 18.418)  -0.67
H (22.219, 16.653, 18.170)  0.20
H (22.446, 17.681, 19.263)  0.33
O (20.977, 21.781, 19.718)  -0.79
H (20.445, 21.479, 18.980)  0.36
H (20.385, 22.355, 20.237)  0.20
O (15.440, 19.475, 12.603)  -0.25
H (14.877, 19.930, 11.972)  0.09
H (15.006, 18.629, 12.760)  0.23
C (21.443, 14.974, 20.697)  -1.50
C (20.467, 14.918, 19.525)  0.66
C (19.488, 16.056, 19.660)  -0.65
O (18.488, 15.811, 18.656)  -0.18
C (17.295, 16.585, 18.844)  -0.54
N (21.095, 14.884, 18.218)  0.45
H (21.939, 15.944, 20.704)  0.22
H (22.144, 14.151, 20.628)  0.38
H (20.806, 14.848, 21.571)  0.47
H (19.852, 14.018, 19.706)  0.25
H (19.929, 17.048, 19.509)  0.02
H (18.962, 16.037, 20.629)  0.48
H (16.813, 16.379, 19.815)  0.58
H (16.593, 16.263, 18.057)  0.02
H (17.427, 17.665, 18.679)  -0.05
H (21.819, 14.172, 18.214)  0.20
H (20.362, 14.502, 17.616)  -0.73
C (16.013, 14.390, 15.579)  -1.54
C (17.415, 14.249, 15.003)  0.18
C (17.569, 14.897, 13.665)  0.82
O (16.560, 14.369, 12.848)  -0.47
C (16.623, 14.911, 11.534)  -0.48
N (18.491, 14.812, 15.730)  0.89
H (15.982, 13.826, 16.523)  0.34
H (15.315, 13.965, 14.841)  0.50
H (15.730, 15.437, 15.723)  0.07
H (17.498, 13.168, 14.830)  0.45
H (18.570, 14.679, 13.285)  0.26
H (17.500, 16.002, 13.717)  -0.85
H (15.701, 14.735, 10.988)  0.34
H (17.507, 14.500, 11.025)  0.26
H (16.703, 15.995, 11.605)  0.07
H (18.361, 15.763, 16.054)  -0.95
H (18.658, 14.244, 16.552)  0.06

Force components x, y, z for each atom (eV/Å):
-1.1 0.5 1.8
0.2 0.4 0.8
1.4 -1.0 -0.7
0.2 0.9 -0.1
0.9 -0.1 -0.5
-1.3 -1.3 0.9
-0.3 1.0 1.5
-0.2 0.1 -0.5
-0.7 0.5 0.5
0.1 0.1 -0.6
0.4 0.1 -0.4
0.0 -0.4 -0.3
-1.0 0.3 0.3
-0.3 0.1 -0.5
-0.3 -0.2 -0.4
0.3 -0.2 -0.2
0.1 0.3 0.1
0.5 0.7 -0.6
-0.1 -0.4 0.0
0.1 -0.1 -0.6
0.3 -0.4 -0.2
0.4 -0.2 -0.3
0.2 -0.1 0.1
0.3 -0.6 -0.1
-0.4 -0.1 -0.2
0.2 0.0 0.8
0.0 0.2 -1.6
0.5 -0.6 0.9
0.1 -0.5 -0.2
-0.1 -0.1 0.0
0.7 0.7 -0.2
-0.1 0.9 1.3
-0.5 -0.1 -1.0
-0.1 0.7 -0.1
-0.6 -0.1 0.2
0.4 0.0 0.5
0.4 0.2 0.0
0.0 -0.1 0.1
-0.3 0.1 -0.1
0.1 0.1 -0.3
-0.1 0.0 -0.3
0.2 -0.4 0.5
0.1 0.1 -0.3
-0.6 -0.1 0.0
-0.1 -0.1 -0.2
-0.1 -0.1 0.4
0.1 -0.5 0.2
0.0 -0.2 -0.2
0.7 0.3 0.1
-0.3 0.1 0.7
-0.8 0.9 -0.4
0.4 0.1 -0.7
-0.7 0.3 0.3
-0.2 -0.3 -0.4
-0.6 -1.6 0.2
0.7 1.0 0.0
0.0 -0.3 0.0
-0.3 0.3 0.3
-0.1 0.0 -0.2
-0.2 0.0 0.2
-0.2 -0.4 -0.1
0.6 -0.6 -0.6
-0.1 0.0 0.3
0.0 0.0 0.0
1.0 -0.2 0.6
0.3 -0.2 -0.1
-0.1 -0.1 0.0
0.3 0.3 0.3
-0.1 0.3 -0.2
-0.2 0.1 0.0
-0.1 0.1 0.0
-0.1 0.0 0.0
0.1 0.3 1.0
0.2 -0.5 -0.5
0.3 0.1 0.7
0.5 0.8 0.2
-0.9 -0.1 0.3
-0.3 -0.1 -1.2
0.4 0.7 -0.5
-0.3 -1.5 1.3
-0.1 0.0 -0.8
-0.3 0.0 -0.4
0.1 0.1 -0.5
0.2 0.0 0.0
-0.4 -0.3 -0.5
-0.1 0.1 0.0
0.1 0.2 0.1
-0.1 -0.3 -0.2
-0.1 -0.3 0.2
-0.1 0.0 -0.1
0.6 0.2 0.6
0.4 0.4 0.1
0.0 0.2 0.2
0.2 -0.1 -0.2
0.2 0.4 0.0
-0.5 0.0 0.1
0.0 -1.0 0.2
-1.0 0.3 -1.2
0.9 1.2 1.8
-0.6 1.3 -1.5
-0.2 -1.4 -1.0
1.2 -0.2 0.4
-2.0 1.3 0.0
-0.5 -0.8 -0.3
1.1 0.3 1.5
0.4 -0.1 -0.1
0.1 0.2 0.1
0.3 -0.1 0.2
0.1 0.0 -0.1
-0.5 -0.3 -0.1
0.1 -0.4 0.1
0.3 -0.1 0.8
0.2 0.4 -0.3
0.0 0.2 -0.1
-0.1 -0.1 0.5
0.6 -0.8 -0.5
0.4 0.1 0.5
-0.3 -0.3 -0.2
-0.3 0.2 -0.2
-0.1 0.0 -0.3
0.9 -0.5 0.5
1.0 1.0 -0.7
-0.9 -1.7 0.8
-1.1 -0.2 -0.5
0.2 0.6 -1.3
1.5 0.0 0.3
-1.0 -0.2 0.8
0.1 0.3 -0.2
0.5 0.5 -0.3
-0.4 0.3 -0.4
-0.1 0.1 -0.3
-0.5 -0.2 0.2
0.5 0.2 0.4
-0.1 0.4 0.3
0.1 0.0 0.0
0.4 0.1 0.4
-0.2 -0.1 -0.2
-0.1 0.0 0.4
-0.8 -0.2 0.1
0.4 -0.2 0.1
-0.2 0.0 -0.2
-0.2 -0.7 -0.2
0.0 0.2 -0.1
-0.3 0.2 0.2
0.4 0.1 -0.1
0.7 -0.9 0.2
0.1 0.8 -0.5
0.6 -1.0 0.2
0.5 -0.2 0.2
-0.7 1.3 -0.6
-0.4 -0.9 0.8
0.8 -0.4 -0.5
0.3 0.9 0.5
-0.2 0.4 0.1
0.0 -0.1 0.4
-0.4 -0.2 -0.1
0.2 0.4 0.5
-0.5 -0.5 -0.3
-0.3 -0.2 0.0
0.1 0.1 0.0
-0.7 0.5 -0.3
-0.1 -0.4 0.2
-0.1 0.4 0.2
-0.1 0.3 -0.1
0.0 0.2 -0.4
0.1 -0.3 0.1
-0.3 -0.1 -0.4
0.0 -0.3 0.2
-1.0 -0.3 -0.3
0.1 -0.2 -0.5
0.8 0.4 0.7
0.1 -1.9 0.6
0.0 -0.4 -0.2
-0.3 1.4 -0.6
0.5 0.2 0.1
-0.7 -0.3 0.0
-0.1 0.1 0.0
-0.2 0.0 0.0
0.3 0.1 0.5
0.3 0.2 0.3
0.1 -0.1 -0.3
0.3 0.2 -0.4
-0.3 1.0 -0.1
-0.1 0.1 0.2
-0.3 0.4 0.0
0.2 -0.4 -0.3
-0.3 -0.4 0.3
0.0 -0.3 -0.1
-0.3 -0.1 0.0
0.0 0.4 -0.5
0.0 0.2 0.3
0.5 -0.4 0.3
0.3 -0.2 -0.9
-0.5 1.0 0.2
0.4 0.1 0.0
0.2 0.0 -0.1
-0.4 -0.9 1.0
0.1 0.2 -0.4
0.1 0.1 0.8
0.5 0.0 0.5
0.4 -1.4 0.1
0.1 -0.1 0.5
0.2 0.0 0.3
0.0 -0.2 -0.1
-0.1 -0.4 -0.2
0.0 0.1 0.0
0.3 0.0 -0.2
0.0 0.0 0.3
0.4 0.5 -0.7
-0.1 -0.2 0.3
-0.5 -0.1 0.0
-0.2 0.0 -0.6
-0.3 -0.2 -0.3
0.4 1.1 -0.1
-0.1 0.4 -0.5
-0.8 0.2 0.0
0.5 0.4 -0.1
0.1 -0.1 0.1
-0.5 -0.4 -0.1
0.3 0.6 0.3
-0.5 -0.7 -0.2
0.1 0.1 -0.2
0.5 0.0 0.2
-0.4 0.0 -0.3
-0.1 0.1 0.1
0.1 -0.1 0.1
-0.1 0.0 -0.1
0.0 0.0 0.0
-0.7 0.1 -0.6
-0.2 -0.4 1.4
-1.2 -0.1 -0.7
-0.5 0.8 0.3
-0.2 -0.5 -0.7
-0.5 -0.1 -0.3
0.3 -0.1 0.3
0.3 0.0 0.1
0.4 0.1 0.3
0.1 0.0 -0.2
0.2 0.0 0.0
0.5 0.0 0.0
0.3 0.2 -0.1
0.3 0.0 0.2
0.3 -0.2 0.4
0.1 -0.1 0.1
0.5 0.5 -0.3
-0.1 -0.2 -0.2
-0.8 0.3 -0.8
-0.6 0.1 -0.6
-0.5 0.3 -1.2
0.3 0.0 0.6
1.4 -0.9 1.8
-0.3 0.3 -0.2
0.1 0.0 0.5
0.1 0.0 0.2
0.7 0.1 0.2
0.1 -0.1 -0.2
-0.1 -0.2 0.2
0.0 -0.5 0.0
-0.3 0.2 -0.2
0.3 0.3 -0.1
-0.4 0.2 -0.2
0.0 0.2 0.2